15
Properties=species:S:1:pos:R:3:forces:R:3:lowdin_charge:R:1 method="wB97M-V/def2-TZVPD" e_lumo_ha=0.0129 gap_ev=9.03 total_charge=0 relative_energy_kcal_mol=14.5 spin_multiplicity=1 smiles="CC1=CP(I)CC1"
C -1.584 -1.235 -0.715 -0.25 -1.04 0.35 -0.074
C -0.427 -0.298 -0.413 -0.75 -1.50 -0.09 -0.459
C 0.491 -0.059 -1.326 3.21 1.89 0.42 -0.202
P 1.881 1.346 -0.444 -0.80 -2.60 -1.96 0.540
I 3.446 -0.519 0.097 -0.02 0.25 0.17 0.247
C 0.744 1.402 0.934 0.73 -0.75 1.52 -0.549
C -0.226 0.169 0.990 0.87 3.16 -0.08 -0.218
H -1.927 -1.862 0.227 0.77 1.14 -2.04 0.113
H -1.299 -1.891 -1.616 -0.67 0.77 1.52 0.095
H -2.424 -0.577 -1.020 0.17 -0.61 0.19 0.076
H 0.803 -0.616 -2.259 -0.90 0.99 1.05 0.079
H 0.154 2.192 0.577 -1.14 1.48 -0.54 0.031
H 1.148 1.818 1.918 -0.33 -1.04 -1.20 0.107
H -1.038 0.715 1.482 -0.71 -1.34 0.09 0.115
H 0.257 -0.586 1.569 -0.17 -0.80 0.60 0.099

19
Properties=species:S:1:pos:R:3:forces:R:3:lowdin_charge:R:1 method="wB97M-V/def2-TZVPD" s_squared=12.65 e_lumo_ha="-0.3635 / -0.3607" gap_ev="7.34 / 7.38" total_charge=+2 relative_energy_kcal_mol=93.4 spin_multiplicity=7
C 1.671 -1.208 1.491 -0.71 -0.92 -0.95 -0.045
C 1.884 0.120 0.819 0.05 1.29 1.08 -0.260
O 1.032 1.089 1.189 2.00 -0.17 -0.55 -0.479
Li 0.905 2.793 0.132 0.86 0.12 -0.46 0.821
H 2.643 -1.640 1.771 -0.46 -0.01 -0.17 0.116
H 1.054 -1.096 2.396 0.30 0.13 -0.11 0.095
H 1.132 -1.893 0.821 0.31 -0.23 0.29 0.095
H 1.463 0.048 -0.871 0.07 0.08 1.44 0.229
O -0.424 1.599 -0.675 0.67 -0.24 -1.65 -0.368
C -2.664 -0.044 0.401 -5.38 -4.57 -2.35 -0.513
C -0.272 0.652 -1.581 -2.59 3.33 0.79 -0.127
O -3.700 -0.384 0.942 2.51 1.66 0.00 0.153
O -2.505 -0.553 -0.880 0.42 1.34 0.93 0.009
C -1.328 -0.427 -1.644 0.97 -1.97 -0.58 -0.151
Tb -1.006 0.992 1.253 -1.52 1.77 5.05 1.778
H -0.285 1.156 -2.567 2.10 -0.79 -0.12 0.170
H -0.767 -1.361 -1.471 -0.31 -0.19 -0.88 0.157
H -1.708 -0.323 -2.676 0.38 -0.55 0.26 0.173
H 2.877 0.481 1.148 0.35 -0.09 -2.03 0.146

14
Properties=species:S:1:pos:R:3:forces:R:3:lowdin_charge:R:1 method="wB97M-V/def2-TZVPD" e_lumo_ha=-0.1597 gap_ev=9.92 total_charge=+1 relative_energy_kcal_mol=143.1 spin_multiplicity=1
C -0.802 -0.986 -1.326 0.93 1.28 1.86 0.103
C 0.413 -0.525 -1.071 0.40 -2.23 -0.11 -0.141
C -1.269 -0.163 -0.135 -1.79 -2.70 -0.59 -0.089
C 1.299 0.562 -1.078 -1.76 -1.34 1.67 0.245
C 0.519 0.306 1.621 -3.58 -2.56 -0.20 0.032
N 0.111 0.232 0.193 0.18 2.27 0.30 -0.107
H -1.381 -1.571 -1.949 -0.53 -0.74 -1.73 0.109
H -1.989 0.511 -0.546 -0.08 1.39 0.08 0.135
H -1.857 -0.819 0.571 1.30 1.02 0.24 0.169
H 2.243 0.446 -0.600 0.61 0.42 0.27 0.132
H 0.928 1.375 -1.593 0.21 1.95 -1.35 0.115
H 1.516 0.313 1.693 3.81 0.93 0.28 0.044
H -0.039 1.050 2.243 0.57 -0.42 -1.08 0.133
H 0.308 -0.730 1.976 -0.28 0.75 0.35 0.119

14
Properties=species:S:1:pos:R:3:forces:R:3:lowdin_charge:R:1 method="wB97M-V/def2-TZVPD" e_lumo_ha=-0.2804 gap_ev=8.16 total_charge=+1 relative_energy_kcal_mol=132.3 spin_multiplicity=1
C -0.269 0.840 -2.060 0.32 -1.59 1.23 -0.144
C -0.248 0.021 -0.956 0.43 3.25 3.69 0.013
C -0.611 -1.307 -0.902 -2.18 -1.02 -1.09 -0.011
C 0.617 0.078 1.781 -1.03 1.34 2.69 -0.135
C 0.480 1.008 0.650 -2.78 0.63 -3.03 -0.023
N -0.462 1.610 -2.874 -0.28 1.79 -1.90 0.315
H 0.324 -1.759 -1.119 1.70 -1.15 0.01 0.154
H -1.205 -1.621 -1.750 -0.19 -0.03 -0.58 0.130
H -1.105 -1.701 -0.041 0.43 -0.01 1.12 0.121
H 0.921 -0.924 1.583 1.31 -0.36 -0.03 0.067
H -0.403 -0.091 2.182 0.23 0.22 -0.24 0.093
H 1.069 0.666 2.727 -0.31 -1.56 -2.30 0.165
H 1.207 1.321 -0.115 0.61 0.23 1.47 0.090
H -0.314 1.859 0.896 1.73 -1.74 -1.03 0.165

14
Properties=species:S:1:pos:R:3:forces:R:3:lowdin_charge:R:1 method="wB97M-V/def2-TZVPD" e_lumo_ha=-0.1989 gap_ev=7.94 total_charge=+1 relative_energy_kcal_mol=145.0 spin_multiplicity=1
C 0.965 1.069 1.715 0.10 -0.54 0.73 0.218
C -0.319 -0.262 -0.031 0.65 2.24 1.11 -0.254
C 1.441 1.797 0.526 -0.77 -1.09 0.07 -0.088
C 0.450 0.721 0.416 -0.13 -0.53 0.08 -0.233
C -0.745 -1.432 0.766 -1.62 -0.51 -0.02 -0.014
N -0.602 -0.238 -1.487 -2.49 1.24 -1.03 0.229
H 1.094 2.778 0.590 -0.31 1.90 -0.19 0.099
H 2.442 1.662 0.197 0.81 -0.12 -0.50 0.121
H -1.844 -1.609 0.627 0.75 0.01 0.01 0.110
H -0.623 -1.272 1.873 0.41 -0.15 -1.31 0.123
H -0.228 -2.327 0.357 -0.17 0.28 0.69 0.112
H -1.633 -0.097 -1.915 2.48 0.15 1.75 0.258
H -0.462 -1.189 -1.654 0.83 -2.16 -1.69 0.124
H 0.065 0.397 -1.980 -0.55 -0.72 0.31 0.194

14
Properties=species:S:1:pos:R:3:forces:R:3:lowdin_charge:R:1 method="wB97M-V/def2-TZVPD" e_lumo_ha=-0.1649 gap_ev=9.63 total_charge=+1 relative_energy_kcal_mol=89.6 spin_multiplicity=1
C 0.943 1.335 -0.654 1.20 2.94 -2.39 0.128
C 1.375 0.186 -0.140 -4.05 -1.33 1.20 -0.014
C -1.553 0.626 0.150 0.00 1.69 -0.28 -0.187
C -0.046 0.622 -0.067 1.74 -2.10 -0.76 0.026
C 2.106 -1.060 0.147 -0.60 1.58 1.81 0.027
N -2.572 -0.442 0.143 2.18 1.55 -0.30 0.049
H 1.260 2.185 -1.371 -0.70 -1.33 1.58 0.184
H -1.397 0.988 1.211 -1.10 0.50 -0.82 0.162
H -1.849 1.435 -0.624 0.13 -0.90 1.74 0.158
H 1.969 -1.304 1.241 0.15 0.03 -1.30 0.142
H 3.099 -0.891 -0.100 2.12 -0.06 -0.14 0.071
H 1.729 -1.801 -0.501 -0.70 -1.09 -0.54 0.100
H -2.297 -1.144 -0.516 -0.37 -0.77 0.10 0.076
H -2.767 -0.733 1.082 0.00 -0.71 0.10 0.078

14
Properties=species:S:1:pos:R:3:forces:R:3:lowdin_charge:R:1 method="wB97M-V/def2-TZVPD" e_lumo_ha=-0.1830 gap_ev=11.13 total_charge=+1 relative_energy_kcal_mol=88.3 spin_multiplicity=1 smiles="CC1=[N+]2C[C@]12C"
C 1.900 -0.339 0.769 1.21 2.07 -1.43 0.037
C 0.578 0.310 0.487 0.11 0.53 0.00 -0.122
N 0.425 1.526 -0.049 2.76 -0.01 0.30 0.215
C -0.947 1.742 0.057 -4.11 -1.08 -2.56 -0.048
C -0.708 0.241 -0.112 0.47 -0.59 0.69 -0.099
C -1.082 -0.676 -1.200 -1.29 0.54 -0.58 0.020
H 2.232 -0.826 -0.203 -0.41 0.35 1.13 0.131
H 2.098 -0.993 1.611 -0.82 -0.13 0.01 0.096
H 2.569 0.593 0.895 -0.72 -1.61 -0.17 0.131
H -1.521 2.161 -0.841 1.37 -0.16 1.04 0.165
H -1.480 2.058 0.925 0.55 0.14 1.09 0.133
H -2.103 -1.020 -1.030 -0.19 -0.03 0.40 0.114
H -0.495 -1.568 -1.357 0.57 0.16 0.07 0.102
H -1.246 -0.086 -2.115 0.48 -0.18 0.02 0.125

14
Properties=species:S:1:pos:R:3:forces:R:3:lowdin_charge:R:1 method="wB97M-V/def2-TZVPD" e_lumo_ha=-0.1470 gap_ev=9.12 total_charge=+1 relative_energy_kcal_mol=100.4 spin_multiplicity=1 smiles="CC1=C2[C@@H]1[C@H]2[NH3+]"
C 0.484 2.065 0.990 -0.15 0.52 0.34 -0.018
C 0.312 0.881 0.173 1.45 -2.72 -0.13 -0.212
C 0.128 0.435 -1.074 -0.03 0.30 -0.43 0.097
C 0.951 -0.547 0.189 -1.74 2.25 -0.24 0.050
C 0.081 -1.056 -0.885 0.53 -0.17 0.48 -0.292
N -1.270 -1.540 -0.465 -0.22 -0.13 0.14 0.233
H -0.306 2.134 1.739 -0.01 0.00 0.06 0.104
H 0.435 2.956 0.366 -0.02 -0.02 0.01 0.108
H 1.439 2.028 1.515 -0.03 0.01 -0.01 0.105
H 2.020 -0.682 0.170 0.24 -0.11 -0.14 0.116
H 0.488 -1.720 -1.644 -0.11 0.08 0.03 0.159
H -1.191 -2.475 -0.044 -0.14 0.20 -0.11 0.184
H -1.914 -1.585 -1.269 0.12 0.04 0.24 0.185
H -1.656 -0.892 0.238 0.11 -0.25 -0.23 0.181

14
Properties=species:S:1:pos:R:3:forces:R:3:lowdin_charge:R:1 method="wB97M-V/def2-TZVPD" e_lumo_ha=-0.1821 gap_ev=10.63 total_charge=+1 relative_energy_kcal_mol=123.3 spin_multiplicity=1
C -1.452 0.395 -0.296 -2.53 -1.94 1.72 0.029
C -1.670 -1.007 -0.003 0.33 0.81 -2.17 0.004
C -0.128 -1.074 -0.181 0.99 1.21 -1.14 -0.052
C 0.360 0.435 -0.613 4.57 0.39 0.86 -0.127
C 1.558 1.227 0.653 -2.22 -3.62 -3.09 0.127
N -0.830 1.345 -0.550 -0.36 2.56 -0.23 0.234
H -1.778 -1.383 0.954 -1.30 0.18 2.00 0.119
H -2.358 -1.443 -0.707 0.06 -0.40 -0.45 0.145
H 0.183 -1.232 0.807 0.96 -0.08 1.19 0.099
H 0.287 -1.841 -0.792 -0.01 -0.41 -0.77 0.131
H 0.706 0.631 -1.664 -0.14 -0.93 1.06 0.157
H 1.106 2.147 0.629 -0.88 2.19 0.86 0.025
H 2.556 1.262 0.300 0.76 -0.19 -0.70 0.056
H 1.460 0.538 1.462 -0.22 0.23 0.86 0.053

14
Properties=species:S:1:pos:R:3:forces:R:3:lowdin_charge:R:1 method="wB97M-V/def2-TZVPD" e_lumo_ha=-0.2343 gap_ev=8.09 total_charge=+1 relative_energy_kcal_mol=105.5 spin_multiplicity=1
C 1.009 -0.792 0.964 1.03 -0.58 0.58 -0.117
C 0.622 -2.079 0.155 2.49 -2.12 1.89 -0.204
C -0.107 1.460 0.121 0.24 0.97 1.71 -0.053
C 0.457 0.394 0.529 -1.26 1.86 -2.13 0.132
C -1.240 1.952 -0.756 -0.74 -1.18 -0.54 -0.025
N -0.120 -2.047 -0.802 -1.47 1.79 -0.88 0.160
H 0.577 -0.875 1.964 0.76 -0.76 0.44 0.154
H 2.120 -0.837 0.833 -0.70 0.40 0.66 0.168
H 1.299 -2.957 0.618 -1.75 1.58 -1.05 0.181
H 0.198 2.357 0.762 0.37 -1.18 -0.36 0.201
H -1.802 1.041 -1.145 0.20 1.52 0.82 0.120
H -0.788 2.389 -1.627 0.31 0.34 -0.44 0.084
H -1.794 2.784 -0.236 0.26 -1.39 -0.48 0.117
H -0.431 -2.789 -1.379 0.26 -1.26 -0.21 0.083

14
Properties=species:S:1:pos:R:3:forces:R:3:lowdin_charge:R:1 method="wB97M-V/def2-TZVPD" e_lumo_ha=-0.1693 gap_ev=9.71 total_charge=+1 relative_energy_kcal_mol=65.1 spin_multiplicity=1
C -1.928 -1.011 -0.679 -0.85 -1.23 0.34 0.026
C -1.068 -0.709 0.402 1.10 -0.48 3.19 -0.003
N -0.345 -0.583 1.306 -2.59 -0.60 -1.61 0.182
C 0.683 0.013 1.959 1.79 2.65 -4.41 -0.024
C 1.370 0.835 1.056 -0.67 -2.76 3.07 -0.063
C 0.989 1.114 -0.296 -1.24 -0.95 -3.24 -0.085
H -3.008 -0.788 -0.454 1.17 0.71 -0.71 0.144
H -1.956 -2.113 -0.776 0.41 0.31 -0.19 0.132
H -1.315 -0.579 -1.471 -1.13 0.14 -0.94 0.114
H 1.064 -0.328 2.849 0.33 -0.65 1.99 0.104
H 2.323 1.119 1.408 0.88 0.81 0.33 0.112
H -0.158 1.198 -0.404 1.82 0.21 -0.05 0.105
H 1.364 0.335 -1.152 -0.86 1.24 2.31 0.173
H 1.480 2.005 -0.645 -0.16 0.60 -0.08 0.083

14
Properties=species:S:1:pos:R:3:forces:R:3:lowdin_charge:R:1 method="wB97M-V/def2-TZVPD" e_lumo_ha=-0.1861 gap_ev=7.49 total_charge=+1 relative_energy_kcal_mol=145.4 spin_multiplicity=1
C 1.673 -0.204 -0.240 -4.31 0.95 0.25 0.051
C 2.872 -0.116 0.063 4.69 -0.37 1.27 0.102
C -0.522 1.190 0.012 0.16 0.20 0.02 -0.005
C 0.326 -0.098 -0.500 0.44 -0.86 -0.61 -0.190
C -0.879 -0.082 0.523 -0.02 -0.19 1.89 -0.256
N -2.229 -0.438 -0.162 0.52 4.49 1.98 0.202
H 3.444 -0.986 0.445 -0.77 -0.08 -0.31 0.125
H 3.644 0.684 0.060 -1.27 0.11 -0.37 0.132
H 0.081 1.909 0.521 0.17 0.14 0.72 0.069
H 0.088 -0.306 -1.516 -0.25 -0.64 -0.65 0.123
H -0.947 -0.515 1.593 0.84 0.54 -1.85 0.183
H -2.163 0.380 -0.826 -0.42 -0.71 -0.30 0.156
H -2.943 -0.115 0.545 0.64 -0.72 -0.95 0.192
H -2.445 -1.303 -0.517 -0.44 -2.85 -1.11 0.117